1.
Molecular formula: C26H72O10
Method: DFT, the ωB97M-V functional and the def2-TZVPD basis

Computed properties:
structure (SMILES)	CC(C)O.CC(C)O.CC(C)O.CC(C)O.CC(C)O.CC(C)O.CC(C)O.CC(C)O.CO.CO
net charge	0
max |F|	0.2671	Eh/bohr

Last column: Mulliken charge in e.
CARTESIAN COORDINATES (ANGSTROEM)
C 5.246 4.773 -22.446  -0.804
O 4.491 4.231 -23.475  -0.420
H 6.075 5.303 -22.908  0.310
H 5.807 3.995 -22.027  0.422
H 4.700 5.378 -21.699  0.217
H 4.449 4.825 -24.204  0.025
C 2.439 6.626 -22.356  0.486
O 1.171 7.107 -21.984  3.463
H 2.699 6.065 -21.460  -0.912
H 3.101 7.458 -22.652  -0.852
H 2.363 5.957 -23.192  0.308
H 0.794 7.499 -22.732  -1.480
C 2.957 2.923 -25.783  -1.614
C 1.864 3.845 -25.282  2.691
C 1.784 5.143 -26.052  -0.887
O 0.718 3.337 -25.287  -0.520
H 2.817 2.670 -26.839  0.456
H 2.955 2.093 -25.122  0.492
H 3.917 3.394 -25.765  0.173
H 2.050 4.148 -24.262  -1.206
H 2.705 5.692 -25.868  -0.127
H 1.034 5.851 -25.840  -0.051
H 1.771 4.928 -27.111  0.562
H 0.746 2.438 -25.080  0.420
C -1.610 7.084 -18.073  -1.889
C -0.653 7.141 -19.279  1.044
C 0.570 6.237 -18.903  -1.634
O -1.108 6.746 -20.377  -0.430
H -2.376 7.804 -18.169  0.482
H -0.991 7.203 -17.204  0.420
H -2.172 6.208 -17.835  0.381
H -0.361 8.180 -19.544  0.203
H 0.176 5.281 -18.669  0.591
H 1.080 6.705 -18.055  0.616
H 1.327 5.991 -19.674  0.012
H -0.349 6.801 -20.988  -0.501
C 2.765 8.775 -19.646  -0.050
C 4.078 9.459 -19.909  -0.291
C 4.706 9.035 -21.184  -0.386
O 4.142 10.714 -19.899  -0.609
H 3.040 7.728 -19.548  -0.002
H 2.067 8.823 -20.472  -0.333
H 2.151 9.168 -18.802  0.384
H 4.666 9.186 -19.084  0.536
H 4.210 9.515 -22.051  -0.005
H 4.731 8.003 -21.381  -0.017
H 5.733 9.473 -21.201  0.368
H 3.394 11.075 -20.438  0.381
C 3.152 4.104 -18.297  -0.518
C 3.604 2.694 -18.485  0.882
C 4.843 2.605 -19.355  -1.340
O 3.770 2.092 -17.378  -0.577
H 2.108 4.096 -18.001  0.223
H 3.225 4.651 -19.267  -0.233
H 3.655 4.619 -17.482  0.502
H 2.809 2.272 -19.052  -0.319
H 5.784 3.091 -19.040  0.482
H 4.655 3.156 -20.322  -0.182
H 4.974 1.642 -19.597  0.629
H 4.717 2.075 -17.172  0.426
C -3.036 6.439 -22.987  -2.032
C -1.717 6.436 -23.614  1.909
C -0.972 5.176 -23.376  -0.701
O -1.736 6.754 -24.813  -0.691
H -3.586 7.381 -23.138  0.352
H -3.038 6.170 -21.970  0.328
H -3.541 5.578 -23.391  0.526
H -1.277 7.217 -23.119  -0.700
H -1.575 4.375 -23.685  0.831
H -0.824 5.159 -22.292  -0.047
H -0.003 5.239 -23.865  -0.375
H -0.798 6.860 -25.062  0.212
C -0.070 2.661 -20.094  -1.343
C 0.537 2.402 -21.411  0.262
C 1.898 3.139 -21.609  -0.734
O 0.736 1.176 -21.633  -0.574
H -0.417 3.663 -19.866  -0.033
H 0.634 2.416 -19.284  0.248
H -0.940 2.078 -19.992  0.456
H -0.071 2.746 -22.219  0.445
H 2.642 2.660 -21.040  0.556
H 1.802 4.199 -21.425  0.018
H 2.318 2.940 -22.559  0.202
H 0.047 1.003 -22.349  0.528
C -0.512 9.671 -22.985  -1.140
C 0.570 9.569 -24.102  -0.301
C 1.965 9.911 -23.529  0.272
O 0.648 8.440 -24.680  -0.418
H -0.751 10.747 -22.839  0.522
H -0.105 9.249 -21.959  -0.028
H -1.402 9.250 -23.364  0.392
H 0.341 10.377 -24.840  0.597
H 2.844 9.591 -24.202  0.055
H 2.090 9.509 -22.595  -0.865
H 2.139 10.988 -23.596  0.510
H 1.232 8.530 -25.383  0.371
C 5.284 7.345 -27.380  -1.523
C 5.629 6.865 -25.953  -0.078
C 4.870 7.630 -24.838  -0.331
O 5.372 5.693 -25.782  -0.344
H 5.972 6.815 -28.006  0.513
H 5.303 8.383 -27.477  0.415
H 4.239 7.049 -27.542  0.244
H 6.701 6.860 -25.815  0.487
H 5.000 8.677 -24.888  0.661
H 5.143 7.362 -23.840  -0.009
H 3.804 7.368 -24.909  -0.339
H 5.777 5.192 -26.518  0.295


2.
Molecular formula: C26H73F2N23O11P
Method: DFT, the ωB97M-V functional and the def2-TZVPD basis

Computed properties:
net charge	+1
max |F|	0.0842	Eh/bohr

Last column: Mulliken charge in e.
CARTESIAN COORDINATES (ANGSTROEM)
C 6.303 -0.879 -1.118  -0.713
C 6.252 0.713 -1.087  -0.127
C 6.029 1.227 -2.559  -0.785
O 4.607 1.387 -2.884  -0.294
C 4.483 0.938 -4.227  -0.498
N 3.222 1.366 -4.869  -0.069
C 2.026 1.157 -4.370  -0.032
N 0.759 1.515 -4.958  -0.264
C -0.111 0.399 -4.468  -0.472
C -0.453 -0.784 -5.459  -1.087
C 0.787 -1.385 -6.233  -0.146
C 0.190 -2.258 -7.430  -0.282
F 0.174 -1.563 -8.651  -0.329
C 0.359 0.058 -2.979  0.129
C 0.520 -1.498 -2.705  -0.072
C 1.210 -1.786 -1.308  -0.547
C 2.625 -2.485 -1.415  -0.437
F 3.490 -1.781 -0.519  -0.176
P -0.862 1.065 -1.944  0.081
C -2.554 0.207 -2.179  -1.127
C -0.522 0.933 -0.104  -0.312
C -1.710 1.530 0.789  -0.789
N 1.776 0.516 -3.110  0.087
H 5.874 -1.260 -0.153  0.129
H 7.333 -1.290 -1.293  0.354
H 5.590 -1.234 -1.922  0.057
H 7.262 1.073 -0.750  0.022
H 5.489 1.082 -0.354  0.342
H 6.527 2.231 -2.697  0.265
H 6.486 0.456 -3.248  0.493
H 5.322 1.251 -4.900  0.432
H 4.454 -0.194 -4.185  0.258
H 3.284 1.858 -5.759  0.335
H 0.792 1.542 -5.987  0.485
H -1.109 0.934 -4.407  0.437
H -1.133 -0.344 -6.249  0.528
H -1.076 -1.567 -4.943  0.456
H 1.478 -0.581 -6.608  0.133
H 1.404 -2.090 -5.621  0.197
H -0.859 -2.547 -7.106  0.110
H 0.800 -3.203 -7.496  0.299
H 1.210 -1.886 -3.515  -0.273
H -0.455 -2.041 -2.857  0.355
H 1.413 -0.776 -0.845  0.027
H 0.492 -2.365 -0.668  0.498
H 3.049 -2.479 -2.448  0.193
H 2.513 -3.508 -0.969  0.290
H -3.195 0.963 -2.700  0.281
H -2.390 -0.684 -2.847  0.399
H -2.926 -0.078 -1.166  0.437
H -0.468 -0.170 0.159  0.205
H 0.473 1.356 0.218  0.420
H -2.245 2.305 0.181  0.224
H -2.399 0.677 1.054  0.318
H -1.257 1.943 1.724  0.135
H 2.150 1.154 -2.401  0.445
C 3.113 -2.569 3.812  0.697
O 3.895 -2.666 4.745  -0.690
N 1.795 -2.898 3.921  -0.342
N 3.488 -2.125 2.584  -0.179
H 1.137 -2.824 3.168  0.116
H 1.475 -3.233 4.820  0.212
H 4.452 -1.871 2.462  0.117
H 2.862 -2.042 1.804  0.049
C -0.773 3.611 4.689  0.672
O -1.123 3.552 3.513  -0.725
N -0.757 4.772 5.386  -0.426
N -0.378 2.516 5.385  -0.336
H -0.477 4.843 6.346  0.151
H -1.048 5.603 4.900  0.234
H -0.380 1.637 4.898  0.200
H -0.092 2.539 6.347  0.151
C 10.124 -0.088 0.201  0.702
O 9.777 -0.191 -0.969  -0.633
N 10.102 1.098 0.868  -0.384
N 10.559 -1.148 0.930  -0.407
H 10.382 1.204 1.826  0.166
H 9.787 1.904 0.360  0.216
H 10.588 -2.040 0.469  0.219
H 10.847 -1.087 1.888  0.157
C 1.510 -6.462 2.352  0.590
O 1.612 -5.799 1.323  -0.674
N 1.210 -7.791 2.337  -0.404
N 1.685 -5.928 3.585  -0.223
H 1.121 -8.352 3.163  0.161
H 1.073 -8.220 1.440  0.231
H 1.908 -4.945 3.630  0.174
H 1.605 -6.448 4.438  0.156
C -4.738 3.931 3.292  0.501
O -4.591 4.733 4.213  -0.733
N -5.945 3.682 2.719  -0.264
N -3.707 3.226 2.766  0.016
H -6.079 3.028 1.961  0.266
H -6.737 4.186 3.078  0.196
H -2.779 3.385 3.163  0.172
H -3.811 2.566 2.018  0.092
C -1.243 -4.178 6.389  0.643
O -0.111 -4.423 5.988  -0.676
N -2.355 -4.654 5.768  -0.376
N -1.480 -3.412 7.484  -0.377
H -3.290 -4.466 6.077  0.165
H -2.217 -5.225 4.953  0.220
H -0.680 -3.043 7.967  0.207
H -2.397 -3.198 7.828  0.158
C -3.089 5.460 -0.418  0.712
O -2.945 4.292 -0.754  -0.663
N -2.126 6.401 -0.612  -0.424
N -4.222 5.913 0.179  -0.371
H -2.223 7.362 -0.344  0.146
H -1.274 6.100 -1.050  0.221
H -4.955 5.244 0.342  0.142
H -4.361 6.864 0.464  0.159
C -4.110 -2.972 -7.447  0.678
O -3.349 -3.100 -6.495  -0.626
N -5.421 -3.321 -7.385  -0.444
N -3.705 -2.471 -8.646  -0.322
H -6.061 -3.226 -8.151  0.154
H -5.755 -3.696 -6.515  0.221
H -2.740 -2.203 -8.730  0.188
H -4.311 -2.359 -9.437  0.176
C -7.473 2.477 -0.631  0.666
O -6.736 2.358 0.339  -0.763
N -8.789 2.144 -0.594  -0.415
N -7.033 2.953 -1.825  -0.381
H -9.410 2.234 -1.376  0.155
H -9.148 1.789 0.275  0.225
H -6.062 3.208 -1.887  0.216
H -7.617 3.060 -2.633  0.169
C -3.249 1.577 8.363  0.600
O -2.515 0.678 8.749  -0.666
N -3.297 1.974 7.064  -0.239
N -4.079 2.256 9.200  -0.381
H -3.891 2.710 6.723  0.150
H -2.697 1.495 6.417  0.142
H -4.070 1.990 10.169  0.216
H -4.688 2.996 8.904  0.173


no.,energy (Eh),Kohn-Sham gap (eV)
1,-1785.793624,9.3
2,-3662.725461,7.9